[1]
DFT (ωB97M-V/def2-TZVPD) results for a 17-piece molecular cluster, C68H187N17O17 overall at a distorted geometry.

The geometry in XYZ format:
```
289
Properties=species:S:1:pos:R:3:forces:R:3
C -3.8840 -8.2303 0.8943 0.59 -0.99 0.99
C -4.8105 -8.3326 2.1269 1.11 0.35 -0.54
C -4.1320 -7.9557 3.4661 0.05 0.47 -0.52
O -3.0197 -8.7575 3.7135 0.66 -1.63 1.01
C -3.2797 -10.0804 4.2219 -0.30 0.24 -0.61
N -5.9584 -7.5099 1.9047 -1.03 0.94 0.14
H -3.4391 -7.2479 0.7363 -0.15 0.09 0.10
H -4.4019 -8.5707 -0.0024 -0.18 0.17 -0.01
H -3.0892 -8.9552 1.0698 0.39 0.13 -0.26
H -5.1116 -9.3793 2.1704 -0.16 -0.10 0.23
H -4.8401 -7.8396 4.2867 -0.45 -0.96 0.23
H -3.6948 -6.9587 3.5197 -0.03 0.40 -0.99
H -4.0383 -10.5738 3.6143 -0.21 -0.02 0.02
H -3.6068 -10.1027 5.2614 -0.08 0.37 0.12
H -2.4000 -10.7196 4.1473 0.29 0.50 -0.10
H -5.7080 -6.5699 2.1765 -0.12 0.37 0.44
H -6.0601 -7.3806 0.9082 -0.40 -0.32 -0.28
C -3.5635 -5.2024 -10.6282 0.34 0.03 1.68
C -4.5651 -6.3497 -10.4422 1.49 0.21 -0.17
C -4.8635 -6.7252 -8.9557 0.44 0.47 -0.08
O -3.6639 -7.0278 -8.1826 -0.59 0.97 0.02
C -3.7792 -6.7087 -6.7621 -0.58 -1.61 -0.85
N -5.7409 -5.9212 -11.1448 -1.71 -0.64 0.18
H -2.6288 -5.3398 -10.0844 0.24 -0.21 -0.24
H -4.0453 -4.3786 -10.1016 0.05 0.47 -0.09
H -3.3824 -4.8791 -11.6532 -0.08 -0.41 -0.03
H -4.1996 -7.2552 -10.9266 0.06 -0.10 -0.04
H -5.5880 -7.5394 -8.9732 0.23 -0.44 0.12
H -5.4084 -5.9078 -8.4834 0.10 0.43 0.10
H -4.3657 -7.5132 -6.3185 -0.64 0.15 0.15
H -4.2528 -5.7485 -6.5578 0.23 0.11 -0.16
H -2.8415 -6.8657 -6.2289 0.42 0.60 -0.65
H -6.0789 -5.0467 -10.7690 -0.06 0.13 0.06
H -5.5631 -5.7637 -12.1264 0.12 -0.14 0.01
C 3.7767 8.7049 -6.5904 -0.57 0.17 1.88
C 4.5826 8.7107 -5.2363 -0.82 -0.23 -2.03
C 5.0492 7.3067 -4.7775 -1.28 1.19 0.39
O 3.8826 6.7176 -4.1600 0.68 0.33 -0.92
C 4.0965 5.3664 -3.8768 -0.36 -0.39 0.04
N 5.7001 9.5820 -5.5026 1.13 -0.22 1.22
H 4.3324 8.2126 -7.3885 -0.34 -0.16 0.10
H 3.5121 9.7219 -6.8799 0.67 0.33 -0.10
H 2.7683 8.3622 -6.3583 0.12 -1.04 -0.48
H 3.9458 9.0519 -4.4201 -0.28 0.24 -0.01
H 5.7857 7.4050 -3.9800 0.45 0.05 -0.10
H 5.4692 6.7595 -5.6216 -0.17 -0.40 0.02
H 3.2218 4.9849 -3.3500 0.07 0.11 0.17
H 4.9915 5.2311 -3.2696 0.12 -0.15 0.14
H 4.1797 4.7758 -4.7890 0.22 -0.09 -0.20
H 6.0590 9.7754 -4.5785 0.79 0.38 -0.01
H 5.4726 10.4804 -5.9041 -0.45 -0.13 -0.10
C -3.9814 7.9628 -3.9549 1.44 -0.41 0.39
C -3.4153 7.4381 -5.3071 -0.78 0.22 0.93
C -3.7232 5.9598 -5.5339 1.18 0.22 0.31
O -3.3879 5.2166 -4.3777 -0.46 -0.54 0.55
C -3.9987 3.9250 -4.3901 0.56 0.42 -0.27
N -3.9800 8.1871 -6.3901 -0.99 0.24 -0.68
H -4.8345 7.4266 -3.5392 -0.15 0.00 -0.50
H -4.1377 9.0383 -3.8707 -0.28 0.06 -0.66
H -3.1809 7.8130 -3.2305 0.00 -0.27 0.25
H -2.3378 7.5738 -5.4004 0.35 -0.23 0.94
H -3.0028 5.6535 -6.2924 -0.30 -0.33 -0.68
H -4.7464 5.8042 -5.8758 -0.18 0.05 0.14
H -3.5874 3.2741 -3.6186 0.03 0.47 0.32
H -3.7462 3.4205 -5.3227 -0.32 -0.07 -0.31
H -5.0753 4.0393 -4.2636 -0.14 -0.23 -0.09
H -3.8497 9.1712 -6.2043 0.05 0.08 -0.34
H -3.5193 7.9259 -7.2501 0.00 0.31 -0.25
C 7.1431 5.8943 1.3902 -0.82 -2.17 -0.99
C 6.4574 4.6135 2.0672 0.27 2.43 0.68
C 7.3605 4.0868 3.2190 -1.16 0.44 -1.42
O 8.5126 3.6390 2.5810 0.44 -1.11 0.24
C 9.3943 3.0205 3.5074 0.13 0.90 -0.42
N 5.2092 5.1689 2.5693 -0.52 -0.09 0.43
H 6.4511 6.2269 0.6165 -0.30 0.14 0.03
H 8.0141 5.6067 0.8014 0.43 0.28 0.58
H 7.2501 6.7253 2.0874 0.45 -0.33 0.16
H 6.0859 3.8613 1.3713 1.21 -0.32 -0.26
H 6.8508 3.3415 3.8296 -0.11 -0.77 -0.27
H 7.5341 4.8674 3.9597 0.40 0.65 -0.14
H 10.2827 2.6666 2.9843 -0.13 0.06 -0.09
H 8.9361 2.1870 4.0398 -0.15 0.02 0.11
H 9.6689 3.8435 4.1672 0.40 -0.40 0.67
H 5.0172 4.8245 3.4991 -0.33 0.31 0.16
H 5.2476 6.1776 2.5353 -0.27 -0.04 0.52
C -5.8878 -2.6621 5.8427 0.07 0.36 0.36
C -6.2809 -1.6047 4.8181 0.36 1.31 0.00
C -5.1799 -0.5156 4.6103 0.26 -1.22 0.44
O -4.6654 0.0059 5.8484 -0.54 0.34 -0.97
C -5.5849 0.7856 6.5692 -0.35 -0.03 1.71
N -6.6596 -2.2204 3.5538 0.34 -0.51 -0.12
H -6.6355 -3.4552 5.8328 0.15 -0.13 0.03
H -5.8429 -2.2434 6.8481 -0.33 0.17 0.05
H -4.8832 -3.0691 5.7280 -0.07 -0.15 -0.62
H -7.1498 -1.0535 5.1777 -0.18 0.02 0.51
H -5.4818 0.2671 3.9143 -0.41 0.30 0.19
H -4.3412 -1.0105 4.1208 0.24 -0.04 0.13
H -5.1269 1.1205 7.4998 0.63 -0.09 -0.10
H -6.4218 0.2097 6.9643 -0.30 -0.35 -0.39
H -6.0030 1.7116 6.1744 0.25 -0.09 -1.08
H -7.5923 -2.5887 3.6742 -0.06 -0.16 -0.28
H -6.6799 -1.5930 2.7625 0.00 0.26 0.07
C 1.1657 10.2217 -0.5614 0.66 0.78 0.35
C 2.2028 9.5145 0.3103 0.63 1.02 -0.11
C 2.3009 9.9665 1.7834 -0.34 0.72 -1.55
O 3.4356 9.4970 2.5041 -0.98 1.04 1.21
C 3.6323 10.4331 3.6187 0.91 -1.12 0.07
N 1.8188 8.1702 0.1877 0.17 -2.71 0.73
H 1.1876 9.8439 -1.5836 0.36 -0.12 -0.01
H 1.3954 11.2864 -0.6041 -0.57 0.22 0.00
H 0.1700 9.9498 -0.2110 -0.02 0.51 0.28
H 3.2123 9.5961 -0.0925 0.29 0.76 -0.21
H 1.3366 9.7117 2.2230 0.01 -0.02 0.63
H 2.4318 11.0472 1.7293 -0.49 0.31 0.05
H 3.9667 11.4098 3.2691 0.28 -0.12 -0.24
H 4.3468 9.9585 4.2913 0.56 0.13 -0.46
H 2.8457 10.6462 4.3425 -1.11 -0.44 -0.70
H 2.3607 7.6704 0.8780 -0.05 -0.67 0.28
H 2.2146 7.8441 -0.6824 -0.32 -0.36 -0.35
C 2.7718 -5.6146 -7.2834 1.30 1.56 -0.63
C 1.2943 -5.5450 -7.0700 -0.39 -0.40 0.85
C 0.6903 -4.1389 -7.2657 1.23 1.18 0.85
O 1.3504 -3.2475 -6.3282 -0.37 -0.57 0.66
C 0.6851 -2.0350 -5.9819 0.87 0.04 -1.05
N 0.7337 -6.5789 -7.9224 -1.21 0.35 -0.29
H 3.2207 -6.6044 -7.3663 -0.47 -0.06 0.38
H 3.3536 -4.9713 -6.6231 -0.14 -0.26 0.48
H 2.9739 -5.1235 -8.2353 0.04 -0.11 -0.53
H 1.0734 -5.8424 -6.0448 -0.07 0.02 0.18
H -0.3769 -4.0079 -7.0867 -0.25 -0.73 -0.16
H 0.9427 -3.7653 -8.2580 -0.19 -0.09 -0.46
H 1.2573 -1.5481 -5.1922 -0.03 -0.27 0.10
H -0.3636 -2.0867 -5.6894 -0.09 -0.56 0.06
H 0.7678 -1.3890 -6.8559 -0.31 0.40 -0.10
H 0.6824 -6.2122 -8.8621 0.50 -0.03 -0.60
H -0.2540 -6.6136 -7.7142 -0.45 -0.50 0.28
C 6.6178 -0.6523 -4.9410 0.38 -0.65 -0.88
C 7.9498 -1.4105 -4.8973 -0.32 0.85 -2.23
C 8.8386 -0.8824 -3.8078 -0.11 -1.22 0.84
O 9.1802 0.4614 -4.0142 0.75 0.81 0.26
C 10.0787 0.9607 -3.0045 -0.32 -0.03 0.22
N 7.7703 -2.8663 -5.0051 0.46 -0.15 1.67
H 6.2178 -0.8709 -5.9311 -0.37 0.16 -0.06
H 6.8062 0.4205 -4.9023 -0.17 -0.07 0.28
H 5.8815 -1.0133 -4.2228 0.21 0.17 0.27
H 8.5099 -1.1303 -5.7894 -0.08 0.57 -0.44
H 9.7528 -1.4758 -3.7951 0.20 -0.26 0.33
H 8.2612 -1.0283 -2.8948 0.33 0.13 0.69
H 10.9566 0.3431 -2.8146 -0.10 -0.58 -0.29
H 9.5698 1.0852 -2.0486 -0.27 -0.19 0.11
H 10.5039 1.9404 -3.2223 -0.50 0.02 -0.74
H 7.4220 -3.2240 -5.8831 -0.24 0.67 -0.18
H 8.6793 -3.2939 -4.9007 0.12 -0.23 0.15
C -0.2652 -1.1162 8.3670 1.06 0.67 0.26
C 0.7658 -0.7777 7.2577 -1.31 -1.81 -0.07
C 0.9412 -2.0976 6.3837 1.49 0.98 1.09
O 1.7548 -3.0405 7.0985 -0.04 0.29 0.43
C 2.0696 -4.2739 6.4489 -1.09 0.95 -0.20
N 0.2252 0.3218 6.4775 -0.23 -0.06 -0.63
H -1.2609 -1.3546 7.9931 0.12 -0.13 -0.36
H -0.3766 -0.2294 8.9909 -0.06 -0.02 0.20
H 0.1028 -1.9347 8.9856 -0.08 -0.02 -0.03
H 1.7129 -0.4416 7.6799 0.09 -0.40 0.07
H 1.4976 -1.8028 5.4940 -0.24 -0.08 -0.51
H -0.0605 -2.4671 6.1644 -0.02 -0.30 -0.23
H 1.1569 -4.5403 5.9159 0.05 -0.73 -0.11
H 2.3389 -5.0123 7.2040 -0.12 0.13 -0.04
H 2.8690 -4.1878 5.7129 0.21 0.22 0.00
H -0.7634 0.1728 6.3337 -0.46 0.07 0.36
H 0.5460 0.2510 5.5224 0.61 0.30 -0.27
C 9.5288 -6.1244 4.8246 -0.12 0.48 -0.25
C 10.3081 -4.7790 4.9496 -0.98 -1.10 -0.88
C 9.4974 -3.5465 4.5058 0.54 -1.50 0.09
O 9.1272 -3.7193 3.1465 0.47 0.11 0.11
C 8.3982 -2.6093 2.6633 -0.28 -0.64 0.09
N 10.7722 -4.6618 6.3148 0.32 0.05 0.16
H 9.4461 -6.4387 3.7841 -0.13 -0.10 0.08
H 8.5385 -6.1075 5.2797 -0.27 0.42 -0.14
H 10.0346 -6.8898 5.4131 0.39 -0.12 -0.29
H 11.1725 -4.9462 4.3069 0.19 0.59 -0.09
H 10.0883 -2.6524 4.7053 0.00 0.24 -0.24
H 8.6192 -3.5532 5.1514 -0.42 0.38 0.05
H 7.5728 -2.4866 3.3645 -0.13 0.81 -0.02
H 7.9552 -2.8402 1.6946 0.19 -0.28 -0.02
H 9.0405 -1.7398 2.5236 -0.11 0.27 0.35
H 9.9820 -4.8902 6.9009 -0.39 0.35 0.41
H 11.2944 -5.5238 6.3810 0.72 0.05 0.61
C -9.1739 -10.3065 -3.7141 -1.20 0.44 -1.49
C -8.4690 -9.2915 -2.8477 0.51 0.15 0.09
C -8.9952 -7.8312 -3.0247 0.02 -1.12 0.30
O -8.3082 -7.0076 -2.1043 0.15 -0.39 0.68
C -8.4613 -5.5939 -2.1913 0.52 -0.93 -0.49
N -8.5441 -9.8365 -1.5131 -0.45 0.19 1.09
H -8.8617 -11.3470 -3.6245 0.42 0.33 0.13
H -9.2119 -10.0037 -4.7605 0.85 -0.10 -0.35
H -10.2572 -10.3159 -3.5945 -0.27 0.03 0.97
H -7.4067 -9.2865 -3.0919 0.13 0.11 -0.23
H -10.0676 -7.8938 -2.8400 -0.38 0.40 0.35
H -8.9017 -7.5442 -4.0721 0.41 0.37 -0.15
H -7.9174 -5.0776 -1.4003 -0.09 -0.54 0.41
H -9.5161 -5.3295 -2.1161 0.03 0.33 -0.52
H -7.8949 -5.3386 -3.0869 -0.78 0.75 -0.50
H -9.5168 -9.8905 -1.2466 -0.44 -0.39 -0.09
H -8.1911 -9.2265 -0.7897 0.60 0.37 -0.17
C 1.8636 -6.1042 0.4449 -0.15 0.11 -1.41
C 2.5273 -5.4925 -0.8097 0.98 -1.73 -0.53
C 3.5232 -6.5979 -1.4474 -1.77 1.06 0.33
O 4.4798 -7.0156 -0.5527 2.00 0.39 1.88
C 5.4398 -6.0051 -0.0841 -0.16 -1.38 -1.68
N 1.5469 -5.0332 -1.8181 0.48 -0.11 1.00
H 2.6701 -6.4695 1.0807 -0.38 -0.04 0.26
H 1.2246 -6.9092 0.0821 0.18 -0.40 0.18
H 1.1599 -5.4359 0.9412 0.40 0.33 0.21
H 3.2104 -4.7140 -0.4699 -0.02 0.46 -0.10
H 3.9743 -6.2374 -2.3719 0.09 0.44 -0.22
H 3.0029 -7.5227 -1.6964 -0.46 0.17 -0.09
H 5.1239 -5.4744 0.8140 -0.12 0.15 -0.30
H 5.7084 -5.4237 -0.9661 -0.50 0.97 0.21
H 6.4062 -6.4866 0.0659 -0.29 -0.55 0.63
H 2.0212 -4.7657 -2.6688 0.21 -0.05 -0.23
H 1.2104 -4.1617 -1.4342 -0.54 0.24 -0.16
C 1.7307 0.0543 0.1406 -0.18 -0.38 -0.05
C 0.3073 0.6486 0.3368 0.68 1.59 -0.90
C -0.8614 -0.2556 0.4931 -0.28 -2.56 -0.11
O -1.0023 -0.9996 -0.7050 -0.58 -0.73 -1.49
C -2.1656 -1.8373 -0.7654 0.54 -0.14 0.35
N 0.3426 1.5754 1.4495 0.25 0.34 1.13
H 2.4867 0.7986 -0.1094 -0.37 0.56 -0.01
H 1.8584 -0.6818 -0.6531 -0.62 -0.09 -0.04
H 2.1363 -0.4056 1.0417 -0.42 -0.11 0.31
H 0.0366 1.2895 -0.5022 0.38 -0.43 -0.93
H -1.8427 0.1664 0.7100 0.25 0.87 0.29
H -0.6506 -1.0069 1.2541 -0.02 0.08 0.69
H -3.0854 -1.3112 -1.0210 -0.06 0.47 0.50
H -2.2413 -2.4150 0.1558 -0.38 0.25 0.38
H -2.1287 -2.6239 -1.5191 0.88 0.29 -0.39
H -0.3516 2.2950 1.3066 -0.35 0.02 0.15
H 1.2109 2.0901 1.4137 0.27 -0.04 0.16
C -9.9189 1.7571 1.2792 -0.09 -0.21 -0.05
C -9.7791 1.0856 -0.0888 0.43 0.40 -0.35
C -10.2190 1.9549 -1.2674 0.27 -0.55 -0.86
O -10.1141 1.1123 -2.4430 -0.54 0.79 -0.01
C -10.2688 1.8695 -3.6458 0.13 -1.16 -0.14
N -8.3931 0.6673 -0.3780 -0.28 0.14 0.60
H -10.9565 1.6856 1.6053 0.00 0.10 0.07
H -9.6253 2.8056 1.3296 0.04 0.10 -0.38
H -9.3005 1.2502 2.0199 -0.04 -0.23 -0.06
H -10.3831 0.1783 -0.0946 -0.16 0.00 -0.04
H -9.5102 2.7516 -1.4932 0.17 0.45 0.72
H -11.2112 2.3977 -1.1814 -0.29 -0.16 0.03
H -11.1614 2.4943 -3.6123 0.03 0.08 -0.08
H -10.3347 1.1340 -4.4476 -0.51 -0.08 0.04
H -9.3866 2.4289 -3.9571 0.20 0.52 0.66
H -8.3622 0.5934 -1.3848 0.27 -0.35 -0.23
H -7.8190 1.4678 -0.1550 0.42 0.13 0.10
C 2.3802 6.2408 7.8322 -0.15 -0.97 -0.66
C 3.2907 5.1306 8.3153 0.34 -0.03 1.00
C 2.7979 4.3337 9.5995 1.04 1.53 -0.92
O 2.4834 5.1128 10.7381 0.97 0.36 0.43
C 3.6367 5.6131 11.4770 -0.93 0.18 -0.42
N 3.5178 4.1418 7.2817 -0.28 -0.21 -0.49
H 1.4357 5.7432 7.6119 -0.68 0.48 0.60
H 2.6579 6.5513 6.8249 0.57 0.29 0.13
H 2.3559 7.0914 8.5133 -0.43 -0.23 -0.05
H 4.2707 5.5747 8.4894 0.14 0.01 0.45
H 3.6501 3.6767 9.7734 -0.03 -0.41 0.50
H 1.9384 3.7342 9.2994 -0.21 0.12 0.27
H 4.2895 6.2946 10.9315 0.06 -0.31 -0.74
H 4.2322 4.8049 11.9017 -0.08 -0.12 0.00
H 3.2674 6.2814 12.2549 -0.36 -0.50 0.23
H 2.6346 3.6805 7.1167 -0.37 -0.14 -0.43
H 4.0891 3.3948 7.6499 0.39 -0.07 0.04
C -4.4304 5.0501 1.4717 -1.13 0.67 0.80
C -3.4168 6.1653 1.4676 -0.28 -0.25 0.57
C -2.8682 6.5334 2.8708 0.26 -0.87 -1.85
O -3.8847 7.0572 3.6413 0.26 0.42 1.43
C -3.4413 7.1634 4.9936 -0.84 0.33 0.60
N -2.3912 5.6497 0.6523 2.39 -0.22 -0.41
H -5.1120 5.2937 2.2867 -0.52 -0.43 -0.14
H -4.0003 4.0585 1.6127 0.23 0.20 0.13
H -4.9537 5.0691 0.5157 -0.23 -0.14 0.05
H -3.8372 7.0576 1.0038 -0.47 0.36 0.35
H -2.0479 7.2429 2.7627 0.20 0.34 -0.10
H -2.4229 5.6403 3.3093 -0.07 -0.36 0.18
H -3.5143 6.2219 5.5380 -0.23 -0.32 -0.18
H -4.0749 7.8958 5.4938 -0.19 -0.11 -0.06
H -2.4231 7.5001 5.1888 0.32 0.18 -0.84
H -2.7075 5.4281 -0.2809 0.11 0.17 -0.05
H -1.6053 6.2838 0.6332 0.25 0.00 -0.52
```
Positions in Å, forces in eV/Å.

## Properties
- ΔE to the lowest compared entry with this formula, charge and spin: 203.0 kcal per mole
- Maximum force: 2.81 eV/Å
- Highest occupied orbital energy: -8.988 eV
- E: -133671.5525 eV
- LUMO level: 0.096 eV

=====

[2]
DFT (ωB97M-V/def2-TZVPD) results for one molecule with the formula C5H8O.

The geometry in XYZ format:
```
14
Properties=species:S:1:pos:R:3:forces:R:3
C -0.0847 0.8748 0.7434 -0.07 -0.02 0.10
C -0.0534 -0.6511 0.9605 -0.05 -0.06 0.05
C 0.2516 -1.3571 -0.3483 0.18 0.01 0.13
O -0.6864 -0.9343 -1.3727 -0.16 0.26 -0.19
C -0.8845 0.3326 -1.6470 0.26 -0.17 0.36
C -0.0350 1.2230 -0.7576 -0.06 0.06 -0.09
H 0.7495 1.3617 1.2599 -0.12 -0.08 -0.12
H -0.9998 1.2910 1.1767 0.14 -0.06 -0.09
H 0.6907 -0.9409 1.7112 -0.10 0.04 -0.14
H -1.0237 -1.0096 1.3206 0.12 0.06 -0.05
H 0.1333 -2.4395 -0.2835 0.02 0.14 -0.01
H 1.2620 -1.1334 -0.7079 -0.10 -0.02 0.06
H 1.0004 1.1199 -1.1252 -0.12 -0.03 -0.03
H -0.3200 2.2629 -0.9300 0.06 -0.13 0.01
```
Positions in Å, forces in eV/Å.

## Properties
- ΔE to the lowest compared entry with this formula, charge and spin: 66.4 kcal per mole
- Maximum force: 0.47 eV/Å
- Highest occupied orbital energy: -8.027 eV
- E: -7359.3769 eV
- LUMO level: 0.912 eV